ORCA calculation (ωB97M-V/def2-TZVPD) on 9 unconnected molecules or ions with the total composition C27H46O27 at a distorted geometry.

Computed properties:
**HOMO-LUMO gap**: 10.3 eV
**Relative energy (zero: lowest compared OMol25 entry of this formula, charge and spin)**: 0.0 kcal per mole
**SMILES**: COC(=O)OC.COC(=O)OC.COC(=O)OC.COC(=O)OC.COC(=O)OC.O=C1OCCO1.O=C1OCCO1.O=C1OCCO1.O=C1OCCO1

Structure (ORCA input):
```
! RIJCOSX wB97M-V def2-TZVPD def2/J DEFGRID3
* xyz 0 1
C 3.41 -3.20 2.02
C 3.96 -4.18 0.99
O 2.73 -4.81 0.60
C 1.82 -4.61 1.53
O 0.89 -5.39 1.73
O 2.16 -3.74 2.33
H 3.31 -2.19 1.64
H 4.04 -3.22 2.91
H 4.77 -4.81 1.38
H 4.42 -3.64 0.17
C -1.24 2.99 -2.20
C -0.33 3.69 -3.20
O 0.41 2.62 -3.79
C -0.05 1.46 -3.46
O 0.25 0.38 -3.87
O -1.00 1.59 -2.44
H -2.30 3.07 -2.43
H -0.89 3.09 -1.17
H 0.30 4.50 -2.83
H -0.92 4.02 -4.06
C 0.27 -0.99 1.67
C -1.15 -0.52 1.44
O -1.36 -0.71 0.04
C -0.30 -1.24 -0.49
O -0.11 -1.44 -1.69
O 0.65 -1.41 0.41
H 0.31 -1.78 2.42
H 0.78 -0.09 2.03
H -1.08 0.51 1.78
H -1.95 -1.04 1.97
C 4.28 -2.21 6.51
C 4.53 -0.78 6.86
O 3.68 -0.05 5.95
C 3.43 -0.86 4.88
O 3.02 -0.55 3.81
O 3.82 -2.08 5.17
H 3.38 -2.66 6.93
H 5.23 -2.74 6.59
H 5.55 -0.43 6.71
H 4.29 -0.69 7.92
C -0.48 3.02 2.11
O 0.15 2.87 0.95
C 1.41 2.41 0.88
O 2.19 2.10 1.72
O 1.63 2.29 -0.43
C 2.80 1.58 -1.05
H -0.05 2.51 2.97
H -1.53 2.73 2.12
H -0.47 4.04 2.51
H 2.66 1.72 -2.12
H 2.95 0.54 -0.75
H 3.69 2.13 -0.77
C -4.21 0.63 -1.96
O -4.37 2.05 -1.74
C -5.51 2.33 -1.26
O -6.45 1.55 -0.96
O -5.68 3.67 -1.12
C -6.73 4.22 -0.40
H -4.39 0.39 -3.00
H -4.75 -0.11 -1.36
H -3.16 0.40 -1.82
H -7.72 4.27 -0.84
H -6.34 5.24 -0.33
H -6.82 3.74 0.57
C -4.30 -0.24 -7.48
O -4.27 -0.71 -6.14
C -3.25 -1.48 -5.68
O -2.20 -1.65 -6.32
O -3.50 -1.90 -4.43
C -2.52 -2.63 -3.72
H -3.34 0.22 -7.71
H -5.17 0.41 -7.59
H -4.41 -1.12 -8.11
H -2.65 -2.53 -2.64
H -1.56 -2.14 -3.91
H -2.50 -3.71 -3.87
C 3.67 -2.29 -2.37
O 3.91 -1.00 -2.97
C 3.53 -0.74 -4.19
O 3.01 -1.52 -4.98
O 3.70 0.59 -4.40
C 3.22 1.14 -5.57
H 4.19 -2.13 -1.43
H 4.12 -3.10 -2.94
H 2.61 -2.52 -2.25
H 2.20 0.80 -5.73
H 3.85 0.86 -6.42
H 3.33 2.19 -5.31
C -1.94 -1.92 4.80
O -1.67 -0.53 4.55
C -1.30 0.24 5.57
O -1.17 -0.04 6.75
O -0.87 1.41 5.03
C -0.27 2.41 5.87
H -1.00 -2.45 4.64
H -2.77 -2.21 4.14
H -2.32 -2.01 5.82
H 0.63 2.05 6.37
H -0.88 2.82 6.68
H 0.08 3.23 5.24
*
```

Mulliken atomic charge list, values in e, 5 entries: 0.343, -0.219, -0.336, 0.748, -0.678

---

ORCA calculation (ωB97M-V/def2-TZVPD) on a molecular structure, C27H47BeBr2CaFN4O7P at a distorted geometry.

Computed properties:
**HOMO-LUMO gap**: 4.6 eV

Structure (ORCA input):
```
! RIJCOSX wB97M-V def2-TZVPD def2/J DEFGRID3
* xyz -1 1
C 0.16 -4.22 1.87
C 0.23 -3.01 1.90
C 0.35 -1.48 2.05
P -0.83 -0.56 0.82
C 0.63 -0.60 -0.46
C 0.75 -1.66 -1.31
C -1.85 0.24 -0.59
C -0.96 0.95 -1.65
O -1.08 0.58 -2.84
C -0.19 1.09 1.55
C -1.17 2.32 1.54
C -0.94 3.08 2.93
O -0.86 3.32 0.54
C -2.30 -0.70 2.04
C -3.70 -1.14 1.51
N -3.74 -2.11 0.41
N -4.67 0.00 1.29
N -4.33 -1.88 2.68
H 0.13 -5.27 2.22
H 1.44 -1.25 1.84
H 0.17 -1.27 3.14
H -1.20 -1.86 0.30
H 1.42 0.18 -0.56
H 1.21 -1.57 -2.33
H 0.36 -2.68 -1.02
H -2.26 -0.65 -1.18
H -2.74 0.83 -0.29
H -0.16 1.77 -1.42
H 0.78 1.44 1.10
H 0.05 0.89 2.63
H -2.26 2.07 1.56
H -1.58 2.54 3.68
H -1.30 4.13 2.87
H 0.11 2.98 3.30
H -0.01 3.68 0.86
H -2.46 0.19 2.71
H -2.00 -1.52 2.76
H -3.53 -3.01 0.85
H -4.72 -2.19 0.12
H -4.16 0.87 1.46
H -4.89 -0.05 0.29
H -4.35 -1.18 3.43
H -5.30 -2.10 2.43
Be -1.08 -1.48 -2.62
O -0.37 -6.59 3.72
H -0.38 -5.99 4.47
H -1.30 -6.80 3.58
Br -1.42 0.49 -4.97
N 2.81 5.21 -0.17
C 2.68 3.86 -0.36
C 3.81 3.26 0.14
C 4.65 4.29 0.65
C 4.00 5.48 0.45
H 2.13 5.90 -0.45
H 1.79 3.44 -0.84
H 4.01 2.20 0.14
H 5.61 4.16 1.12
H 4.29 6.49 0.69
C 0.26 -5.70 -4.66
C -0.99 -5.35 -3.83
O -0.59 -4.79 -2.66
H 0.90 -6.42 -4.14
H -0.03 -6.15 -5.61
H 0.86 -4.81 -4.88
H -1.58 -6.29 -3.77
H -1.61 -4.73 -4.50
C 0.53 7.78 -2.89
C -0.15 6.99 -3.80
C -0.80 5.84 -3.36
C -0.77 5.49 -2.03
C -0.10 6.28 -1.12
C 0.56 7.43 -1.55
H 1.03 8.68 -3.23
H -0.18 7.26 -4.85
H -1.33 5.23 -4.08
H -1.28 4.59 -1.68
H -0.08 6.01 -0.07
H 1.09 8.05 -0.84
Ca -1.82 3.47 -4.45
Br 1.01 2.38 -2.39
F -2.81 7.13 -2.07
C 3.24 -6.83 2.80
C 3.29 -5.57 1.98
O 4.67 -5.45 1.66
C 5.21 -6.70 1.72
O 6.30 -6.98 1.35
O 4.33 -7.58 2.27
H 2.30 -7.37 2.68
H 3.41 -6.65 3.86
H 2.71 -5.64 1.06
H 2.95 -4.70 2.54
*
```

Mulliken atomic charge list, values in e, 5 entries: 0.149, -0.533, -1.244, 1.833, -0.262

---

ORCA calculation (ωB97M-V/def2-TZVPD) on a molecular structure, C27H47F2IN3O7PS3 at a distorted geometry.

Computed properties:
**HOMO-LUMO gap**: 7.0 eV

Structure (ORCA input):
```
! RIJCOSX wB97M-V def2-TZVPD def2/J DEFGRID3
* xyz 0 1
C -3.10 0.93 4.01
C -4.45 1.56 3.69
C -4.40 2.80 2.81
C -3.34 3.87 3.21
C -2.53 4.35 2.00
C -1.35 3.44 1.67
C -1.50 2.63 0.37
C -0.32 2.77 -0.58
C 0.95 2.05 -0.10
C 1.44 0.82 -0.88
C 1.62 1.16 -2.36
C 2.12 -0.06 -3.16
I 3.75 0.56 -4.43
N 2.57 -1.18 -2.26
P 3.03 -2.65 -3.25
S 4.90 -3.02 -3.28
C 1.50 -1.62 -1.26
C 0.64 -0.49 -0.70
C 0.38 -0.75 0.79
C 0.22 -2.20 1.28
C 1.41 -2.56 2.16
N 2.60 -2.60 1.29
C 3.91 -2.32 1.90
C 4.67 -1.45 0.92
C 4.43 -0.07 0.91
C 5.07 0.76 -0.02
C 5.95 0.19 -0.95
C 6.21 -1.18 -0.94
C 5.57 -2.00 -0.01
O 5.84 -3.35 0.00
C -0.67 -0.47 -1.50
O -1.46 -1.60 -1.14
C -1.70 -2.51 -2.13
C -1.65 -3.91 -1.64
O -1.95 -2.20 -3.24
H -2.38 1.08 3.21
H -2.67 1.32 4.94
H -3.21 -0.14 4.15
H -4.99 1.77 4.61
H -5.04 0.81 3.16
H -5.37 3.28 2.87
H -4.25 2.53 1.77
H -2.67 3.51 3.98
H -3.88 4.73 3.61
H -2.15 5.34 2.24
H -3.20 4.46 1.14
H -1.15 2.76 2.50
H -0.45 4.05 1.58
H -2.36 3.01 -0.16
H -1.70 1.58 0.57
H -0.10 3.83 -0.66
H -0.64 2.46 -1.57
H 0.84 1.82 0.95
H 1.76 2.77 -0.16
H 2.44 0.60 -0.50
H 2.33 1.97 -2.44
H 0.70 1.49 -2.82
H 1.37 -0.41 -3.85
H 3.45 -0.92 -1.81
H 2.45 -2.34 -4.48
H 2.26 -3.67 -2.67
H 0.89 -2.37 -1.76
H 2.04 -2.11 -0.47
H 1.18 -0.28 1.35
H -0.52 -0.21 1.06
H 0.07 -2.94 0.50
H -0.68 -2.25 1.89
H 1.49 -1.80 2.92
H 1.24 -3.50 2.69
H 2.64 -3.55 0.94
H 4.47 -3.23 2.09
H 3.79 -1.80 2.84
H 3.76 0.34 1.65
H 4.87 1.82 -0.01
H 6.43 0.83 -1.68
H 6.91 -1.64 -1.63
H 5.26 -3.82 -0.61
H -1.25 0.42 -1.32
H -0.49 -0.50 -2.57
H -0.62 -4.27 -1.61
H -2.05 -3.94 -0.63
H -2.28 -4.53 -2.26
N -4.90 -0.48 -1.80
S -4.57 0.90 -2.51
O -4.54 2.04 -1.65
O -5.10 1.06 -3.82
F -3.01 0.60 -2.77
S -6.38 -0.64 -1.27
O -6.47 -1.75 -0.38
O -7.40 -0.44 -2.24
F -6.54 0.62 -0.30
*
```

Mulliken atomic charge list, values in e, 5 entries: -0.680, -0.702, -0.246, -0.857, -1.292

---

no.,HOMO level (eV)
1,-10.07
2,-5.18
3,-8.41